48
Properties=species:S:1:pos:R:3:forces:R:3:mulliken_spin:R:1 method="wB97M-V/def2-TZVPD" total_charge=+1 multiplicity=3 s2=2.0062 lumo_energy_ev="-2.57 / -3.79" e_above_lowest_kcal_mol=0.0
Pd -1.042 -0.246 0.451 0.244 -0.098 -0.185 1.33
Br -0.438 4.652 -1.101 -0.018 0.007 -0.017 0.00
C 0.834 3.480 -0.358 0.083 0.028 -0.018 0.03
C 2.145 3.940 -0.151 -0.014 -0.051 0.005 0.00
C 3.096 3.124 0.395 -0.054 0.020 -0.034 0.00
Br 4.843 3.790 0.657 0.041 0.013 0.006 0.00
C 2.770 1.797 0.763 0.060 -0.037 0.042 0.00
C 3.668 0.882 1.363 -0.020 0.064 -0.033 0.00
C 3.251 -0.377 1.688 0.117 -0.124 0.041 0.00
C 1.925 -0.747 1.408 0.016 -0.031 0.047 0.00
N 1.070 0.078 0.858 0.008 0.097 0.233 0.14
C 1.451 1.349 0.534 -0.008 -0.045 0.059 -0.07
C 0.440 2.192 -0.039 -0.230 -0.073 -0.020 0.02
O -0.772 1.739 -0.234 0.173 0.203 0.045 0.15
H 2.394 4.955 -0.427 -0.003 -0.009 0.007 0.00
H 4.684 1.196 1.564 -0.019 -0.001 -0.005 0.00
H 3.922 -1.091 2.153 -0.091 0.090 -0.060 0.00
H 1.556 -1.741 1.636 0.020 -0.003 0.009 -0.01
N -3.172 0.190 -0.148 -0.033 -0.065 0.178 0.11
C -3.924 0.416 1.103 0.113 0.018 -0.038 -0.01
C -3.066 1.216 2.066 0.033 -0.087 -0.056 -0.01
N -1.837 0.458 2.383 -0.132 0.057 -0.112 0.19
H -3.019 1.068 -0.630 0.023 0.166 -0.112 -0.01
H -3.669 -0.431 -0.771 -0.104 -0.090 -0.033 0.00
H -4.160 -0.558 1.533 -0.009 -0.053 0.012 0.00
H -4.861 0.943 0.929 -0.077 0.045 -0.023 0.00
H -3.633 1.447 2.965 -0.066 0.034 0.088 0.01
H -2.757 2.150 1.600 0.010 0.055 -0.034 0.00
H -2.034 -0.307 3.015 -0.012 -0.125 0.085 -0.01
H -1.144 1.051 2.818 0.092 0.108 0.081 -0.01
N -3.035 -3.593 -0.972 0.057 -0.055 -0.150 0.01
C -1.848 -3.009 -0.754 -0.041 -0.027 0.219 0.01
S -1.351 -2.719 0.851 -0.026 0.022 -0.038 0.07
N -1.134 -2.664 -1.826 0.173 0.147 -0.048 0.00
C 0.144 -1.997 -1.800 -0.139 -0.069 -0.017 0.02
C 0.222 -0.694 -2.276 -0.116 0.073 0.040 -0.01
C 1.461 -0.063 -2.333 0.041 -0.027 -0.038 -0.01
C 2.598 -0.737 -1.914 -0.028 0.072 -0.073 0.01
C 2.505 -2.037 -1.431 -0.008 -0.087 0.009 0.01
C 1.276 -2.676 -1.373 0.004 0.055 -0.116 0.01
H -3.524 -3.956 -0.175 -0.090 -0.030 0.108 0.00
H -3.292 -3.947 -1.880 0.002 -0.043 -0.019 0.00
H -1.551 -2.792 -2.736 0.016 -0.039 -0.062 0.00
H -0.676 -0.180 -2.606 0.106 -0.046 -0.011 0.01
H 1.531 0.951 -2.707 -0.018 -0.038 0.025 0.00
H 3.563 -0.248 -1.965 -0.014 -0.003 0.003 0.00
H 3.397 -2.562 -1.111 -0.058 0.037 -0.014 0.00
H 1.192 -3.692 -1.015 -0.005 -0.054 0.023 0.00